[1]
A structure of composition C27H37GeNiO3SbSe4 at a distorted geometry. Source: OMol25; level of theory: ωB97M-V with the def2-TZVPD basis set.

```
74
Properties=species:S:1:pos:R:3:forces:R:3:mulliken_charge:R:1
Ni -0.8254 -0.4217 1.1053 -1.2174 0.5227 -0.6312 0.547
C 2.0961 0.9149 2.3325 -0.0648 0.0293 -0.0345 -1.520
C 2.3433 -0.5601 2.0550 0.0400 -0.1951 0.2549 1.625
C 3.5014 -0.7301 1.0784 -0.0197 -0.0201 -0.0438 -1.546
C 2.6521 -1.2924 3.3623 -0.0365 0.0209 0.0031 -1.999
O 1.1741 -1.1138 1.4575 0.1751 -0.1380 -0.7515 0.461
Ge 0.1868 -2.6446 1.8227 0.1632 -1.4565 0.9416 -0.832
O -0.8779 -1.4544 2.8516 -0.2438 0.9589 -0.3214 0.399
C -2.0137 -1.5335 3.7255 -0.0217 -0.4405 0.0850 1.698
C -1.9415 -2.8810 4.4439 0.0013 0.0105 0.0011 -2.035
C -3.3404 -1.4288 2.9463 0.0887 -0.0174 -0.0852 -1.350
C -1.8688 -0.4067 4.7441 0.0968 0.0386 -0.0746 -1.477
O -1.1718 -2.3562 0.4557 1.0038 -0.3828 0.4648 0.143
C -1.2002 -3.1667 -0.7248 -0.2228 0.3079 -0.3036 1.620
C -2.6171 -3.7260 -0.8156 -0.0146 0.0183 -0.0208 -1.833
C -0.9019 -2.2891 -1.9356 -0.0505 -0.0172 -0.0011 -1.383
C -0.1988 -4.3213 -0.6951 0.0073 0.0209 0.0926 -1.969
H 3.0020 1.3833 2.7258 -0.0181 0.0085 0.0055 0.482
H 1.2897 1.0404 3.0557 -0.0129 -0.0164 0.0123 0.251
H 1.7950 1.4344 1.4219 0.0310 -0.0042 -0.0323 0.196
H 4.4147 -0.2785 1.4735 -0.0037 -0.0099 0.0015 0.433
H 3.2563 -0.2463 0.1335 0.0063 0.0176 0.0040 0.147
H 3.6877 -1.7907 0.8911 -0.0141 0.0021 -0.0055 0.369
H 3.5621 -0.9005 3.8220 -0.0141 0.0197 -0.0061 0.445
H 2.7904 -2.3604 3.1793 0.0360 0.0040 0.0084 0.424
H 1.8235 -1.1646 4.0618 0.0030 -0.0120 0.0089 0.298
H -1.9904 -3.7003 3.7228 -0.0349 -0.0091 0.0132 0.434
H -2.7759 -2.9828 5.1411 0.0060 0.0009 -0.0013 0.450
H -1.0079 -2.9647 5.0043 0.0127 -0.0116 -0.0211 0.329
H -3.1486 -1.2589 1.8895 0.0118 0.0277 -0.0424 0.078
H -3.9519 -0.5992 3.2981 -0.0083 0.0025 0.0177 0.308
H -3.9170 -2.3532 3.0270 -0.0191 0.0288 0.0284 0.421
H -1.0374 -0.6141 5.4223 -0.0111 -0.0001 -0.0005 0.308
H -2.7872 -0.2895 5.3218 0.0231 -0.0567 0.0644 0.425
H -1.6666 0.5324 4.2316 -0.0878 0.0223 -0.0091 0.267
H -3.3373 -2.9082 -0.8596 0.0040 0.0041 0.0145 0.390
H -2.8347 -4.3299 0.0669 -0.0030 -0.0034 0.0032 0.380
H -2.7353 -4.3476 -1.7064 -0.0081 0.0058 0.0058 0.395
H -1.6078 -1.4590 -1.9852 0.0000 -0.0040 -0.0012 0.367
H -0.9723 -2.8636 -2.8626 -0.0010 -0.0021 0.0109 0.554
H 0.1074 -1.8820 -1.8548 0.0105 0.0089 -0.0129 -0.060
H -0.3787 -4.9872 0.1496 -0.0069 -0.0122 -0.0058 0.453
H 0.8289 -3.9568 -0.6255 0.0060 0.0069 -0.0176 0.401
H -0.2925 -4.8967 -1.6185 -0.0094 0.0067 0.0082 0.464
Se -4.2041 4.2482 2.9257 0.1817 -0.0205 -0.0500 -0.369
Sb -3.0125 3.6320 0.7790 -0.1641 -0.5458 -0.0412 0.800
Se -1.5602 5.5192 0.4670 -0.0456 0.0791 0.0824 -0.632
Se -4.6422 2.9392 -0.8491 0.1472 -0.0043 0.0075 -0.644
Se -1.5746 1.6989 1.7296 0.2412 0.3070 0.3544 -0.514
C -0.5060 0.3752 -0.4507 0.1992 1.3808 0.4223 0.292
C 0.0061 1.0482 -1.3711 -0.4445 -0.1209 -0.3772 -0.041
C 0.5472 1.7674 -2.3776 0.4650 -0.1752 0.1018 0.494
C 1.9818 1.5438 -2.6720 0.0478 0.0860 0.1203 0.233
C 2.5563 0.2991 -2.4064 -0.0300 -0.0124 -0.1260 -0.298
C 3.9036 0.0806 -2.6360 -0.0100 0.0020 -0.0069 -0.626
C 4.7007 1.1078 -3.1211 0.0164 0.0029 -0.0104 -0.462
C 4.1473 2.3573 -3.3661 -0.0052 -0.0063 0.0202 -0.824
C 2.7979 2.5764 -3.1447 -0.0166 -0.0045 0.0624 -0.328
C -0.1963 2.7684 -3.1356 -0.1265 -0.1889 -0.2207 -0.297
C 0.1108 3.0433 -4.4801 -0.0346 -0.0430 0.0532 -0.342
C -0.6065 4.0001 -5.1664 -0.0223 0.0109 0.0158 -0.707
C -1.6279 4.6999 -4.5232 -0.0239 0.0051 -0.0330 -0.561
C -1.9506 4.4221 -3.2069 -0.0125 -0.0472 0.0500 -0.358
C -1.2439 3.4462 -2.5213 0.0102 -0.0078 -0.0381 0.896
H 1.9264 -0.4958 -2.0294 0.0102 -0.0045 0.0504 0.655
H 4.3341 -0.8891 -2.4218 -0.0049 -0.0076 -0.0196 0.410
H 5.7550 0.9378 -3.3003 -0.0015 0.0041 0.0151 0.387
H 4.7720 3.1697 -3.7144 -0.0036 -0.0030 -0.0102 0.398
H 2.3786 3.5606 -3.3003 -0.0129 0.0032 -0.0108 0.571
H 0.8808 2.4757 -4.9855 0.0356 0.0246 0.0101 0.535
H -0.3800 4.2018 -6.2058 -0.0042 -0.0030 0.0014 0.384
H -2.1823 5.4572 -5.0639 0.0072 -0.0020 0.0014 0.371
H -2.7507 4.9403 -2.6965 0.0045 0.0120 0.0076 0.341
H -1.4734 3.2236 -1.4917 0.0147 -0.0059 -0.0586 -0.722
```
Positions in Å, forces in eV/Å.

## Properties
spin multiplicity = 2
orbital gap (alpha / beta) = 4.946 / 4.890 eV
E_HOMO (alpha / beta) = -0.1690 / -0.1679 hartree
total charge = -1

[2]
The molecule C27H37N3O6S at a distorted geometry. Source: OMol25; level of theory: ωB97M-V with the def2-TZVPD basis set.

```
74
Properties=species:S:1:pos:R:3:forces:R:3:mulliken_charge:R:1
C 3.2455 1.4988 -2.7591 0.3228 -0.1095 -0.3667 -0.873
O 2.5513 2.1776 -1.7379 -0.3611 0.0354 0.1707 -0.367
C 1.2053 2.0329 -1.5816 -0.0161 0.1406 0.0568 0.478
C 0.6723 2.7642 -0.5250 0.1127 -0.1597 -0.2111 -0.530
C -0.6767 2.7476 -0.2263 -0.1223 -0.0453 -0.1159 -1.052
C -1.5448 2.0142 -1.0157 -0.0140 0.0340 0.0314 0.501
C -3.0234 1.9409 -0.7423 -0.1342 0.1750 0.0208 -1.496
N -3.4267 0.5610 -0.5442 0.2774 0.1973 -0.4147 0.057
C -4.1743 0.1456 0.4892 -0.0858 -0.5746 -0.2945 0.540
O -4.7057 0.8822 1.2940 -0.2183 0.2549 0.3088 -0.714
C -4.2669 -1.3990 0.5272 -0.2809 0.2353 -0.0988 -0.375
N -3.0117 -1.9207 1.0371 -0.4142 0.0296 0.3375 0.311
C -1.8851 -2.0221 0.3118 0.2000 -0.3994 0.3586 -0.065
O -1.8485 -1.7593 -0.8822 0.0603 -0.0358 -0.3676 -0.774
C -0.6854 -2.5320 1.1075 0.2314 -0.1161 -0.1081 0.199
C -0.3614 -1.6062 2.2892 -0.0506 0.1434 -0.0978 -1.067
C 0.1460 -0.2580 1.7788 -0.2689 0.0216 0.6776 -0.580
N 1.3222 -0.4262 0.9570 0.9526 -0.0273 0.6344 0.377
S 2.7552 -0.7092 1.7910 0.0244 0.2796 -0.2591 1.519
O 2.5529 -0.3429 3.1650 -0.1714 0.2748 -0.0969 -0.763
O 3.2667 -2.0258 1.5143 0.0199 0.1998 -0.2910 -0.739
C 3.8323 0.4956 1.0362 -0.2123 -0.4864 0.1622 -0.109
C 4.8547 0.0980 0.2007 -0.0465 -0.2350 0.0160 -0.407
C 5.6804 1.0562 -0.3635 -0.0387 0.1350 0.0625 -0.797
C 5.4822 2.4057 -0.0990 0.0408 -0.1227 -0.0021 1.132
C 6.3605 3.4524 -0.7121 -0.0187 0.0035 0.0167 -1.631
C 4.4443 2.7820 0.7499 -0.0511 -0.1869 0.0939 -0.529
C 3.6209 1.8311 1.3195 0.0351 0.1907 0.0737 -0.595
C 1.1005 -1.2928 -0.1792 0.1352 -0.4371 -0.5301 -0.163
C 0.5564 -2.6663 0.2202 -0.1447 0.1050 -0.0933 -1.525
C -5.4642 -1.9115 1.3406 0.1636 -0.0697 -0.0334 0.493
C -5.6929 -3.3958 1.0609 -0.0353 0.2764 -0.0376 -1.550
C -5.3179 -1.6620 2.8416 -0.0631 0.2038 -0.2141 -1.612
C -1.0262 1.2874 -2.0802 0.1164 0.0745 0.0064 -0.082
C 0.3314 1.2549 -2.3659 0.0241 -0.0524 -0.1184 0.742
O 0.8471 0.4865 -3.3791 0.1345 0.3376 0.3321 -0.451
C 0.0122 -0.4783 -3.9779 -0.1118 -0.1606 -0.1133 -0.781
H 3.2211 0.4169 -2.6127 0.0262 0.0544 -0.0229 0.236
H 2.8498 1.7402 -3.7475 0.0584 -0.0261 0.0779 0.362
H 4.2744 1.8487 -2.6815 -0.0496 -0.0457 -0.0247 0.251
H 1.3628 3.3434 0.0658 0.1176 0.0825 0.0788 0.511
H -1.0498 3.3123 0.6140 -0.0566 0.0751 0.1142 0.342
H -3.2936 2.4991 0.1569 0.0272 -0.0141 -0.1413 0.477
H -3.5826 2.3575 -1.5908 0.0429 0.0531 0.1633 0.294
H -2.9275 -0.1397 -1.0833 -0.1442 -0.0577 0.1925 0.090
H -4.3632 -1.7485 -0.5086 0.0121 0.0438 0.1480 0.382
H -2.9763 -2.0791 2.0309 0.1551 -0.0296 -0.0546 0.261
H -0.9565 -3.5238 1.4918 -0.0142 0.1047 -0.0413 0.466
H -1.2246 -1.4513 2.9391 0.0236 -0.0293 0.0736 0.672
H 0.4352 -2.0582 2.8846 -0.1091 -0.0452 0.0820 0.468
H 0.4285 0.3781 2.6172 -0.2762 0.0484 -0.0404 0.628
H -0.6154 0.2513 1.1785 0.0758 0.0396 -0.0141 -0.221
H 4.9970 -0.9551 0.0141 0.0704 -0.1138 -0.0516 0.520
H 6.4859 0.7506 -1.0160 0.0740 -0.0191 -0.0587 0.325
H 5.7620 4.1415 -1.3061 0.0107 0.0822 -0.0770 0.328
H 7.1181 3.0058 -1.3508 0.0630 0.0177 -0.0513 0.351
H 6.8580 4.0312 0.0647 0.0688 0.0690 0.0012 0.436
H 4.2880 3.8297 0.9607 -0.0434 0.1187 0.0383 0.399
H 2.8204 2.0990 1.9898 -0.1067 0.1604 0.0891 0.421
H 2.0565 -1.4032 -0.6926 -0.0920 -0.0355 -0.2305 0.497
H 0.3919 -0.7904 -0.8407 0.1366 -0.0096 0.0441 -0.312
H 0.3065 -3.2257 -0.6825 0.0390 -0.0187 0.0102 0.556
H 1.3335 -3.2006 0.7679 -0.0840 -0.0583 -0.0336 0.500
H -6.3328 -1.3445 0.9912 0.0862 -0.0038 0.0000 0.404
H -6.5423 -3.7590 1.6338 -0.0742 -0.0880 0.0589 0.467
H -4.8163 -3.9768 1.3404 0.0787 -0.1105 0.0375 0.266
H -5.8935 -3.5658 0.0056 -0.0195 -0.0815 -0.1180 0.397
H -6.2668 -1.8571 3.3349 -0.0480 -0.0797 0.1046 0.455
H -5.0461 -0.6264 3.0233 0.0144 0.0390 0.1091 0.352
H -4.5756 -2.3209 3.2904 0.0702 -0.1350 0.1038 0.367
H -1.7067 0.7254 -2.6996 -0.0324 -0.1222 -0.1181 0.471
H -0.7505 -0.0136 -4.6115 0.0085 -0.0259 0.0448 0.313
H -0.4684 -1.1160 -3.2300 -0.0144 0.0231 0.0061 0.235
H 0.6707 -1.0817 -4.6013 -0.0860 0.0086 0.0043 0.308
```
Positions in Å, forces in eV/Å.

## Properties
orbital gap = 8.747 eV
E_HOMO = -0.2979 hartree

[3]
A cluster of 3 separate species, C27H37N4O7PS2 in total at a distorted geometry. Source: OMol25; level of theory: ωB97M-V with the def2-TZVPD basis set.

```
78
Properties=species:S:1:pos:R:3:forces:R:3:mulliken_charge:R:1
C -1.6157 -3.4631 -0.8160 -0.0853 -0.0961 0.1123 -1.479
C -1.7123 -2.0508 -1.4078 -0.0934 -0.0673 0.0964 -1.627
C -0.6234 -0.9486 -1.1311 0.0566 0.0362 -0.2262 1.832
P -0.7917 -0.6439 0.7129 0.0094 0.7691 -0.0667 0.590
S -0.8968 1.1284 1.5199 0.1853 -0.1686 -0.0522 -0.375
C 0.7874 -1.4125 -1.6590 -0.1836 -0.1275 -0.3126 0.990
C 1.4951 -2.6669 -1.1337 -0.0585 -0.1543 -0.2251 -1.067
C 2.4953 -2.7905 0.0690 -0.0164 -0.1030 0.0853 0.722
O 3.4501 -3.7586 -0.3961 0.1723 0.0796 0.2041 -0.585
C 3.2843 -1.6136 0.6843 0.0659 -0.0705 0.0878 -1.681
N 2.4812 -0.5410 1.2551 -0.1000 -0.2100 0.0993 -0.129
O 1.6771 -0.2487 -1.5694 0.0365 0.1521 0.5672 -0.287
C 2.7978 -0.3587 -2.1964 -3.2466 -0.0093 1.7434 0.706
N 3.8123 -0.4616 -2.6691 3.4088 -0.1924 -1.6919 -0.662
N 0.5615 -1.5061 -3.1029 -0.1425 0.2222 0.6426 -0.304
C -0.2664 -0.3994 -3.4522 0.0146 -0.2759 1.1319 -0.489
O -0.4145 -0.0112 -4.5572 -0.2857 0.2441 -1.2364 -0.567
C -0.9444 0.2061 -2.1900 -0.3093 -0.5721 0.0819 1.014
S -0.2891 1.8824 -1.8616 0.0079 0.1432 0.1969 -0.213
C -2.4453 0.4208 -2.5394 0.1143 0.2541 -0.1918 -1.310
C -3.3087 0.9376 -1.3662 0.1653 -0.0413 0.1493 -0.272
C -3.9575 2.3225 -1.5567 -0.0912 0.0989 0.0596 -0.951
C -4.4936 2.6319 -2.9719 -0.0812 -0.0854 -0.1493 -0.686
C -3.6100 3.5620 -3.8369 0.0944 0.0282 0.0904 -0.622
N -3.0293 2.8332 -4.9740 -0.0353 0.1340 -0.0404 -0.510
H -1.4059 -3.4828 0.2604 0.0042 0.0051 -0.2818 0.243
H -2.5808 -3.9628 -0.9739 0.1633 0.1520 0.0713 0.484
H -0.8713 -4.0852 -1.3210 -0.2229 0.0698 0.0589 0.421
H -1.8619 -2.1633 -2.4846 0.1105 0.0724 0.0662 0.593
H -2.6394 -1.5977 -1.0349 0.1284 -0.1822 -0.1763 0.415
H -1.9595 -1.3717 0.9724 -0.0218 -0.0975 -0.0433 0.074
H 0.1910 -1.4629 1.2376 0.2262 -0.2772 0.0220 -0.054
H 2.0582 -3.0755 -1.9847 -0.0698 0.2439 0.1539 0.604
H 0.6975 -3.3807 -0.9447 0.2963 -0.0091 0.0598 -0.643
H 1.9511 -3.2784 0.8926 -0.0422 0.2867 -0.1402 0.019
H 4.3475 -3.4534 -0.1958 -0.3192 -0.0418 -0.0820 0.401
H 4.0299 -1.2545 -0.0352 -0.1905 0.0742 -0.0955 0.399
H 3.8662 -2.0868 1.4913 -0.0771 0.0199 -0.1796 0.648
H 2.6292 0.3514 0.8076 -0.0706 0.0206 -0.1197 0.064
H 2.6736 -0.3975 2.2398 0.0004 -0.0800 -0.1775 0.259
H 0.2097 -2.3972 -3.4281 0.3062 -0.0433 -0.2209 0.406
H 0.7607 1.7915 -2.6777 0.0882 0.0770 -0.0980 0.133
H -2.8752 -0.4933 -2.9570 0.0710 0.1293 0.0393 0.462
H -2.4308 1.1375 -3.3713 -0.0511 -0.1814 0.1823 0.536
H -4.0908 0.2032 -1.1238 0.1119 0.1164 -0.1874 0.354
H -2.6815 1.0004 -0.4672 -0.2214 0.0030 -0.0686 -0.413
H -3.2374 3.0946 -1.2513 -0.1163 -0.1121 -0.1588 0.354
H -4.7929 2.4056 -0.8474 0.2424 -0.0656 -0.0543 0.461
H -5.5038 3.0522 -2.8832 0.2259 0.0015 -0.0303 0.418
H -4.6050 1.6951 -3.5372 -0.0713 0.1487 0.1482 0.387
H -2.7721 3.9354 -3.2331 -0.1681 -0.0927 -0.1005 0.325
H -4.1882 4.4462 -4.1513 0.0769 -0.1638 0.0647 0.327
H -3.7178 2.6993 -5.7078 0.0435 -0.0108 0.0953 0.188
H -2.2583 3.3477 -5.3872 -0.0834 -0.0562 0.0826 0.188
O 3.2041 2.4237 0.9505 0.0572 -0.0604 -0.0602 -0.332
C 3.4524 3.5185 1.4060 -0.0417 0.0606 0.0588 0.200
C 4.5753 3.7179 2.3572 0.0135 0.0124 -0.0070 -0.342
C 4.8477 4.9178 2.8609 -0.0088 -0.0047 -0.0062 -0.365
C 4.0370 6.1086 2.4941 -0.0066 0.0032 -0.0140 0.317
O 4.2856 7.2022 2.9521 -0.0023 -0.0216 -0.0055 -0.549
C 2.9108 5.9045 1.5469 0.0104 -0.0011 0.0061 -0.400
C 2.6394 4.7042 1.0423 -0.0585 0.0411 -0.0213 -0.326
H 5.1498 2.8346 2.6060 -0.0044 -0.0070 -0.0107 0.423
H 5.6610 5.0918 3.5539 -0.0046 0.0134 0.0007 0.399
H 2.3317 6.7854 1.3011 0.0079 0.0079 0.0118 0.419
H 1.8165 4.5299 0.3592 0.0347 -0.0447 0.0116 0.483
O -0.8679 -3.3484 7.6206 0.0013 -0.0061 -0.0052 -0.542
C -0.7867 -3.4179 6.4150 0.0048 0.0022 -0.0144 0.271
C 0.4108 -2.9152 5.6915 -0.0088 -0.0019 -0.0059 -0.439
C 0.4982 -2.9938 4.3671 0.0095 -0.0041 0.0230 -0.076
C -0.5954 -3.5862 3.5599 0.0276 0.0603 0.0158 0.417
O -0.5120 -3.6512 2.3494 0.0027 -0.0518 0.0410 -0.401
C -1.7928 -4.0863 4.2765 0.0027 -0.0092 0.0116 -0.493
C -1.8817 -4.0093 5.6010 0.0066 0.0075 -0.0061 -0.405
H 1.1921 -2.4866 6.3058 -0.0111 0.0011 0.0130 0.432
H 1.3565 -2.6327 3.8139 -0.0152 0.0004 -0.0239 0.375
H -2.5752 -4.5110 3.6606 0.0069 0.0006 -0.0112 0.429
H -2.7425 -4.3664 6.1516 0.0041 0.0070 0.0125 0.411
```
Positions in Å, forces in eV/Å.

## Properties
orbital gap = 6.430 eV
E_HOMO = -0.3054 hartree